{
  "formula": "C24H20BrN4O5RhS",
  "method": "the ωB97M-V functional and the def2-TZVPD basis",
  "species": ["Rh", "C", "C", "O", "C", "C", "C", "N", "N", "C", "O", "C", "C", "C", "C", "C", "C", "H", "H", "H", "H", "H", "H", "H", "H", "H", "H", "H", "H", "O", "C", "N", "S", "O", "O", "C", "C", "C", "C", "C", "C", "H", "H", "H", "H", "Br", "C", "C", "C", "C", "N", "C", "H", "H", "H", "H"],
  "coordinates": [[-0.734, -0.603, -1.251], [-4.773, -0.405, 0.242], [-3.310, -0.763, 0.325], [-2.717, -1.136, -0.740], [-2.699, -0.727, 1.549], [-1.322, -0.862, 1.754], [-0.782, -0.759, 3.150], [-0.442, -1.025, 0.794], [0.873, -1.046, 1.156], [1.686, -0.737, 0.223], [1.327, -0.487, -0.996], [3.132, -0.674, 0.563], [3.568, -0.754, 1.884], [4.918, -0.661, 2.174], [5.845, -0.491, 1.151], [5.414, -0.415, -0.165], [4.061, -0.503, -0.459], [-5.088, -0.358, -0.798], [-4.935, 0.557, 0.727], [-5.370, -1.155, 0.764], [-3.315, -0.489, 2.404], [-1.596, -0.784, 3.871], [-0.238, 0.184, 3.233], [-0.079, -1.565, 3.345], [2.833, -0.875, 2.668], [5.250, -0.710, 3.203], [6.900, -0.415, 1.383], [6.133, -0.278, -0.963], [3.704, -0.432, -1.478], [-0.556, 1.312, -2.741], [-0.786, 1.973, -1.725], [-1.205, 1.353, -0.607], [-1.124, 2.335, 0.718], [-2.396, 2.431, 1.368], [0.016, 2.009, 1.525], [-0.799, 3.798, -0.244], [-0.727, 5.111, 0.170], [-0.469, 6.073, -0.800], [-0.288, 5.715, -2.135], [-0.364, 4.388, -2.534], [-0.628, 3.436, -1.568], [-0.864, 5.375, 1.211], [-0.406, 7.114, -0.515], [-0.090, 6.487, -2.867], [-0.231, 4.092, -3.566], [-3.508, -5.236, -1.298], [-1.795, -4.457, -1.412], [-0.692, -5.080, -0.859], [0.537, -4.458, -0.996], [0.599, -3.216, -1.592], [-0.484, -2.582, -2.070], [-1.657, -3.232, -2.029], [-0.791, -6.023, -0.339], [1.438, -4.924, -0.625], [1.533, -2.682, -1.693], [-2.504, -2.746, -2.490]],
  "mulliken_charge": [-0.36, -1.56, 0.84, -0.54, -1.17, 1.18, -1.45, 1.24, -0.85, 0.85, -0.97, 0.38, -0.33, -0.70, -0.38, -0.78, -0.33, 0.37, 0.37, 0.37, 0.30, 0.44, 0.29, 0.37, 0.45, 0.40, 0.38, 0.40, 0.44, -0.73, 1.00, 0.05, 1.08, -0.65, -0.62, 0.40, -0.65, -0.54, -0.48, -0.64, -0.08, 0.46, 0.40, 0.39, 0.49, -0.14, 0.01, -0.14, -0.65, -0.20, -0.27, -0.06, 0.44, 0.42, 0.54, 0.54],
  "homo_energy_ev": [-7.41, -7.41],
  "total_charge": 0,
  "max_force_ev_per_a": 4.40,
  "e_tot_ha": -4604.517409,
  "spin_multiplicity": 1,
  "gap_ha": [0.234, 0.234],
  "relative_energy_kcal_mol": 0.0
}